Density functional theory data (wB97M-V/def2-TZVPD) for a molecular structure, C39H51F2N12OPSV at a distorted geometry.

The geometry in XYZ format:
```
108
C39H51F2N12OPSV wB97M-V/def2-TZVPD
V 1.429 -1.191 0.159
C -1.206 1.482 5.476
N -0.854 1.762 4.083
C -1.356 2.782 3.315
C -0.789 2.633 2.085
N 0.044 1.536 2.082
C -0.019 1.024 3.296
P 0.871 -0.431 3.956
C -0.169 -1.704 3.187
N -0.858 -1.563 2.073
C -1.536 -2.742 1.893
C -1.261 -3.596 2.925
N -0.399 -2.925 3.754
C 0.242 -3.464 4.951
C 2.393 -0.408 2.961
N 2.591 -0.429 1.640
C 3.886 -0.007 1.438
C 4.487 0.229 2.632
N 3.550 -0.020 3.593
C 3.791 0.053 5.037
H -1.855 2.270 5.840
H -1.729 0.532 5.559
H -0.315 1.442 6.096
H -2.051 3.510 3.709
H -0.940 3.235 1.197
H -2.184 -2.902 1.037
H -1.586 -4.605 3.133
H -0.166 -4.447 5.156
H 1.317 -3.557 4.801
H 0.060 -2.820 5.808
H 4.299 0.097 0.448
H 5.494 0.535 2.878
H 4.846 0.249 5.200
H 3.211 0.846 5.500
H 3.534 -0.884 5.519
C -5.593 -1.709 0.870
C -4.702 -0.667 0.175
C -4.031 0.185 1.247
C -5.577 0.251 -0.694
C -3.671 -1.381 -0.707
C -4.115 -2.232 -1.740
C -3.227 -2.895 -2.563
C -1.862 -2.721 -2.340
S -0.518 -3.411 -3.189
C 0.580 -2.593 -2.120
N 0.002 -1.874 -1.194
C -1.397 -1.909 -1.313
C -2.310 -1.218 -0.512
C 2.038 -2.624 -2.265
C 2.643 -3.267 -3.347
C 4.014 -3.178 -3.520
C 4.760 -2.460 -2.584
C 4.140 -1.857 -1.494
C 2.744 -1.894 -1.280
H -6.311 -1.210 1.532
H -4.985 -2.393 1.473
H -6.160 -2.304 0.149
H -4.797 0.678 1.857
H -3.405 0.960 0.796
H -3.399 -0.423 1.908
H -6.316 0.775 -0.074
H -6.119 -0.314 -1.458
H -4.960 1.002 -1.204
H -5.178 -2.380 -1.901
H -3.583 -3.538 -3.364
H -1.912 -0.578 0.267
H 2.039 -3.823 -4.063
H 4.498 -3.660 -4.363
H 5.840 -2.385 -2.702
H 4.795 -1.372 -0.774
C -1.344 3.489 -4.205
C -1.489 3.562 -2.690
C -2.957 3.349 -2.302
C -1.020 4.919 -2.186
N -0.583 2.578 -2.088
N -0.981 1.225 -2.136
H -2.040 4.177 -4.699
H -1.553 2.473 -4.560
H -0.321 3.748 -4.494
H -3.562 4.215 -2.594
H -3.056 3.211 -1.217
H -3.380 2.471 -2.800
H -1.548 5.725 -2.701
H 0.054 5.028 -2.369
H -1.200 5.020 -1.107
H -0.376 2.823 -1.132
H -0.543 0.769 -2.925
H -1.987 1.132 -2.188
F 1.361 -4.181 0.308
C 1.841 -3.027 1.042
F 3.263 -3.297 1.169
H 1.501 -3.250 2.069
C 3.688 0.787 -4.691
N 3.310 1.246 -3.352
C 4.012 2.187 -2.702
C 3.646 2.619 -1.481
C 2.525 1.964 -0.878
N 1.900 0.947 -1.446
C 2.167 0.665 -2.767
O 1.464 -0.034 -3.479
N 2.065 2.428 0.304
H 4.318 1.537 -5.163
H 2.791 0.630 -5.278
H 4.221 -0.163 -4.628
H 4.862 2.602 -3.230
H 4.182 3.412 -0.972
H 2.646 3.044 0.840
H 1.388 1.866 0.800
```

Computed properties:
E_LUMO (spin up / spin down) in eV: 0.211 / 0.209
Orbital gap (spin up / spin down) in eV: 5.7 / 7.2
Multiplicity: 4
HOMO level (spin up / spin down) in eV: -5.4759 / -6.9966

Atom charges from the Mulliken analysis, given in e for atoms 1 to 99:
1 V -0.22
2 C -0.84
3 N 0.24
4 C -0.82
5 C -0.53
6 N 0.20
7 C -0.47
8 P -0.51
9 C -0.47
10 N 0.71
11 C 0.00
12 C -1.22
13 N 0.42
14 C -0.93
15 C -0.32
16 N 1.09
17 C -0.61
18 C -1.10
19 N 0.23
20 C -0.89
21 H 0.34
22 H 0.31
23 H 0.31
24 H 0.42
25 H 0.29
26 H 0.34
27 H 0.44
28 H 0.35
29 H 0.30
30 H 0.34
31 H 0.31
32 H 0.45
33 H 0.35
34 H 0.30
35 H 0.34
36 C -1.88
37 C 2.16
38 C -1.75
39 C -1.57
40 C 0.91
41 C -0.24
42 C -1.17
43 C 1.30
44 S -0.59
45 C 0.14
46 N 1.34
47 C -2.65
48 C -0.09
49 C 1.38
50 C -0.83
51 C -1.00
52 C -0.88
53 C -0.25
54 C 0.99
55 H 0.47
56 H 0.33
57 H 0.34
58 H 0.56
59 H 0.13
60 H 0.26
61 H 0.47
62 H 0.33
63 H 0.10
64 H 0.43
65 H 0.40
66 H 0.32
67 H 0.39
68 H 0.36
69 H 0.42
70 H 0.20
71 C -1.87
72 C 1.66
73 C -1.74
74 C -1.76
75 N -0.04
76 N 0.13
77 H 0.46
78 H 0.32
79 H 0.39
80 H 0.52
81 H 0.20
82 H 0.44
83 H 0.44
84 H 0.34
85 H 0.36
86 H -0.13
87 H 0.09
88 H 0.08
89 F -0.41
90 C 0.08
91 F -0.40
92 H 0.29
93 C -1.00
94 N 0.50
95 C -0.28
96 C -1.46
97 C 0.51
98 N 1.60
99 C -0.80

Density functional theory data (wB97M-V/def2-TZVPD) for a molecular structure, C39H51N7OP3S4Ti at a distorted geometry.

The geometry in XYZ format:
```
106
C39H51N7OP3S4Ti wB97M-V/def2-TZVPD
Ti 0.292 0.064 -0.167
C 4.521 1.525 2.940
C 3.770 0.871 1.773
C 4.144 -0.606 1.690
P 1.899 1.027 1.691
C 1.465 2.757 2.334
C 2.356 3.862 1.769
C 1.307 2.857 3.851
C 1.246 -0.027 3.006
C 1.939 -0.262 4.184
C 1.396 -1.029 5.194
C 0.094 -1.479 5.045
C -0.615 -1.236 3.884
C -0.041 -0.576 2.779
N -0.639 -0.380 1.541
C -1.999 -0.694 1.434
C -2.575 -1.867 1.939
C -3.942 -1.946 2.147
C -4.764 -0.872 1.836
C -4.234 0.203 1.140
C -2.873 0.265 0.873
P -1.989 1.400 -0.231
C -2.332 3.086 0.524
C -2.186 2.928 2.040
C -3.669 3.726 0.175
C -2.848 1.258 -1.907
C -4.330 0.902 -1.919
C -2.564 2.493 -2.769
H 5.479 1.897 2.583
H 4.737 0.794 3.715
H 3.989 2.355 3.390
H 4.081 1.366 0.843
H 3.838 -1.127 2.596
H 5.222 -0.702 1.581
H 3.667 -1.079 0.833
H 0.471 2.916 1.895
H 3.400 3.760 2.042
H 2.007 4.820 2.147
H 2.283 3.890 0.686
H 2.242 2.739 4.390
H 0.596 2.122 4.225
H 0.919 3.845 4.092
H 2.905 0.189 4.319
H 1.961 -1.236 6.089
H -0.376 -2.041 5.839
H -1.645 -1.552 3.861
H -1.941 -2.714 2.154
H -4.368 -2.839 2.582
H -5.816 -0.900 2.071
H -4.891 0.996 0.823
H -1.526 3.729 0.148
H -3.121 2.588 2.479
H -1.922 3.878 2.497
H -1.415 2.194 2.285
H -4.502 3.129 0.533
H -3.779 3.888 -0.891
H -3.732 4.698 0.660
H -2.308 0.404 -2.339
H -4.934 1.690 -1.483
H -4.517 -0.031 -1.395
H -4.644 0.770 -2.954
H -3.406 3.177 -2.749
H -2.413 2.205 -3.807
H -1.684 3.032 -2.419
C -2.163 -4.666 -3.782
N -2.271 -3.731 -2.691
C -3.404 -3.420 -2.009
C -3.074 -2.414 -1.142
N -1.762 -2.100 -1.270
C -1.299 -2.907 -2.209
P 0.424 -2.964 -2.794
C 1.176 -2.907 -1.131
N 0.853 -2.120 -0.107
C 1.532 -2.614 0.963
C 2.273 -3.696 0.580
N 2.043 -3.875 -0.743
C 2.661 -4.887 -1.562
C 0.519 -1.203 -3.239
N 0.058 -0.154 -2.566
C 0.238 0.909 -3.398
C 0.821 0.500 -4.563
N 0.995 -0.839 -4.455
C 1.607 -1.694 -5.436
H -3.119 -5.167 -3.923
H -1.397 -5.418 -3.581
H -1.906 -4.140 -4.704
H -4.334 -3.924 -2.177
H -3.714 -1.921 -0.440
H 1.447 -2.198 1.949
H 2.931 -4.333 1.136
H 3.327 -5.479 -0.935
H 3.245 -4.431 -2.362
H 1.911 -5.549 -2.000
H -0.040 1.906 -3.125
H 1.091 1.052 -5.438
H 1.673 -1.158 -6.380
H 1.007 -2.595 -5.578
H 2.612 -1.985 -5.123
O 5.370 4.030 -3.219
C 4.518 3.365 -2.715
S 4.695 1.623 -2.418
C 3.105 1.371 -1.711
C 2.317 2.455 -1.573
S 0.746 2.422 -0.823
S 2.949 3.985 -2.184
S 2.654 -0.227 -1.244
```

Computed properties:
Charge: +1
E_LUMO in eV: -2.994
Orbital gap in eV: 6.0
HOMO level in eV: -8.9443

Atom charges from the Mulliken analysis, given in e for atoms 1 to 99:
1 Ti -1.84
2 C -1.82
3 C 0.74
4 C -1.15
5 P 2.27
6 C 1.51
7 C -1.31
8 C -1.80
9 C -0.31
10 C -0.43
11 C -1.08
12 C -1.13
13 C -0.67
14 C 0.11
15 N 1.26
16 C 0.19
17 C -0.58
18 C -1.36
19 C -0.89
20 C -0.31
21 C -0.45
22 P 1.32
23 C 0.70
24 C -1.57
25 C -1.29
26 C 1.72
27 C -1.49
28 C -2.09
29 H 0.40
30 H 0.51
31 H 0.30
32 H 0.40
33 H 0.28
34 H 0.62
35 H -0.03
36 H -0.75
37 H 0.19
38 H 0.50
39 H 0.28
40 H 0.25
41 H 0.31
42 H 0.59
43 H 0.43
44 H 0.49
45 H 0.39
46 H 0.71
47 H 0.60
48 H 0.45
49 H 0.47
50 H 0.11
51 H 0.76
52 H 0.33
53 H 0.50
54 H 0.16
55 H 0.19
56 H 0.27
57 H 0.47
58 H -0.45
59 H 0.19
60 H 0.37
61 H 0.52
62 H 0.55
63 H 0.39
64 H 0.48
65 C -0.85
66 N 0.24
67 C -1.42
68 C -0.35
69 N 0.95
70 C -0.36
71 P -0.60
72 C -0.67
73 N 1.41
74 C -0.76
75 C -1.11
76 N 0.30
77 C -0.84
78 C -0.52
79 N 1.85
80 C -0.86
81 C -1.52
82 N 0.35
83 C -0.86
84 H 0.35
85 H 0.31
86 H 0.32
87 H 0.47
88 H 0.61
89 H 0.63
90 H 0.53
91 H 0.34
92 H 0.34
93 H 0.32
94 H 0.79
95 H 0.54
96 H 0.36
97 H 0.32
98 H 0.31
99 O -0.54

Energy above the lowest of the compared OMol25 structures with the same formula, charge and spin: 0.438, 0.968 (eV)
Total energy: -4132.3303, -5441.4709 (Eh)